Model A:
Computed, not measured: 2 unconnected molecules or ions with the total composition Cl2OS, with ωB97M-V/def2-TZVPD.

Each line ends with the Löwdin charge.
Atoms and positions in Å:
O  1.10  -0.66  0.54  -0.930
S  -0.97  0.49  0.58  0.298
Cl  2.19  0.10  -0.30  0.565
Cl  -2.32  0.07  -0.82  0.067

LUMO energy (spin up / spin down)	-3.2 / -3.2	eV
spin multiplicity	1



Model B:
Computed, not measured: 2 unconnected molecules or ions with the total composition Cl2OS, with ωB97M-V/def2-TZVPD.

Each line ends with the Löwdin charge.
Atoms and positions in Å:
O  0.60  1.34  -0.38  -0.578
S  0.56  0.31  0.61  0.476
Cl  1.49  -1.31  -0.18  0.174
Cl  -2.64  -0.34  -0.05  -0.072

LUMO energy (spin up / spin down)	-3.9 / -2.1	eV
spin multiplicity	1



It turns out model B is the most stable, with the second structure 0.0824 hartree higher.



Model A:
Computed, not measured: C6H11NO2 in the gas phase, with ωB97M-V/def2-TZVPD.

Each line ends with the Löwdin charge.
Atoms and positions in Å:
C  1.18  -1.24  -1.24  -0.015
C  1.10  0.03  -0.41  -0.574
C  1.54  1.28  -1.09  -0.013
O  1.72  -0.09  0.85  -0.006
C  -0.44  0.53  -0.31  -0.374
O  -1.23  0.22  -1.20  0.061
C  -0.82  0.79  1.09  -0.064
C  -1.83  0.16  1.70  -0.180
N  -2.51  -0.91  1.19  0.083
H  2.23  -1.51  -1.40  0.089
H  0.68  -2.05  -0.72  0.087
H  0.70  -1.10  -2.21  0.082
H  1.26  1.35  -2.14  0.091
H  0.73  2.05  -0.61  0.137
H  2.59  1.50  -0.95  0.092
H  1.23  -0.73  1.37  0.101
H  -0.18  1.46  1.65  0.108
H  -2.12  0.44  2.70  0.117
H  -2.41  -1.05  0.19  0.085
H  -3.41  -1.12  1.56  0.092

SMILES	CC(C)(O)C(=O)/C=C\N
LUMO energy	0.8	eV
spin multiplicity	1



Model B:
Computed, not measured: 2 unconnected molecules or ions with the total composition C6H11NO2, with ωB97M-V/def2-TZVPD.

Each line ends with the Löwdin charge.
Atoms and positions in Å:
C  1.71  -0.07  -1.51  0.090
C  0.72  0.77  -1.17  -0.329
C  0.94  1.97  -0.30  -0.066
C  -0.66  0.51  -1.65  -0.246
O  -1.00  -0.53  -2.21  0.018
H  2.73  0.08  -1.17  0.078
H  1.52  -0.94  -2.13  0.077
H  0.07  2.64  -0.31  0.075
H  1.11  1.67  0.74  0.079
H  1.80  2.55  -0.64  0.084
H  -1.39  1.31  -1.44  0.115
C  -0.24  -1.99  1.03  -0.009
C  -0.61  -0.71  1.72  -0.604
N  -1.79  -0.16  1.33  0.155
O  0.08  -0.19  2.59  0.023
H  0.84  -2.00  0.83  0.085
H  -0.51  -2.84  1.66  0.089
H  -0.76  -2.09  0.07  0.068
H  -2.44  -0.64  0.73  0.106
H  -2.11  0.65  1.84  0.113

SMILES	C=C(C)C=O.CC(N)=O
LUMO energy	0.0	eV
spin multiplicity	1



It turns out model B is the most stable, with the second structure 0.0459 hartree higher.